# C2H6FOP

2 unconnected molecules or ions with the total composition C2H6FOP (ωB97M-V with the def2-TZVPD basis set, the Open Molecules 2025 dataset).

```
11
Properties=species:S:1:pos:R:3:forces:R:3
C 1.97229 0.39710 1.27450 -1.0 -0.5 -1.6
C -1.85753 0.06886 -0.57667 -3.6 2.4 1.5
O -1.36038 -0.70531 -1.52791 -1.1 -0.9 -1.1
F -1.52366 -0.39870 0.66622 0.1 -0.9 1.2
P 1.46516 -0.11330 -0.23006 1.0 -0.2 0.5
H 1.40547 1.16518 1.72145 -0.8 1.2 0.0
H 2.63389 0.05560 2.00166 1.5 -1.1 0.6
H -0.47378 -0.43851 -1.67930 1.5 0.3 -0.3
H -3.06236 0.11351 -0.59679 2.7 -0.4 -0.3
H -1.50686 1.12455 -0.47895 0.0 -0.5 -1.0
H 2.30776 -1.26899 -0.57414 -0.3 0.8 0.6
```
Positions in Å, forces in eV/Å.

Output
**SMILES**: C=P.OCF
**Orbital gap (alpha / beta)**: 10.00 / 10.00 eV
**Multiplicity**: 1
**LUMO (alpha / beta)**: -0.065 / -0.066 eV